<one>
This record from the Open Molecules 2025 dataset describes a cluster of 2 separate species, C4H9N2 in total. The level of theory is ωB97M-V/def2-TZVPD.

Element x y z (Å)
C (-2.01, -1.04, -0.69)
C (2.55, 0.35, -0.80)
C (1.56, 0.13, 0.30)
C (-1.88, 0.81, 0.79)
N (-1.41, -0.31, 0.07)
N (2.65, -0.46, 0.41)
H (-3.06, -1.03, -0.87)
H (2.30, -0.19, -1.71)
H (3.07, 1.31, -0.98)
H (-1.49, -1.81, -1.19)
H (-1.13, 1.65, 0.73)
H (-2.00, 0.56, 1.98)
H (-2.91, 1.06, 0.43)
H (3.06, -1.31, 0.67)
H (0.71, 0.29, 0.85)

Output
Molecular weight: 85.13 g/mol
Kohn-Sham gap: 7.70 eV
Net charge: +1
HOMO level: -13.03 eV

<two>
This record from the Open Molecules 2025 dataset describes the ion C4H9N2 with charge +1. The level of theory is ωB97M-V/def2-TZVPD.

Element x y z (Å)
C (-2.47, -0.10, 0.02)
N (-1.20, 0.04, -0.11)
C (-0.10, 1.00, -0.15)
N (0.85, -0.03, -0.52)
C (2.15, 0.09, 0.11)
C (-0.12, -1.09, -0.12)
H (-2.93, -1.05, -0.11)
H (-3.21, 0.79, 0.21)
H (0.23, 1.55, 0.70)
H (-0.36, 1.75, -0.83)
H (2.80, 0.64, -0.60)
H (2.17, 0.46, 1.13)
H (2.73, -0.86, 0.08)
H (-0.39, -1.90, -0.82)
H (-0.15, -1.31, 1.01)

Output
Molecular weight: 85.13 g/mol
Kohn-Sham gap: 8.84 eV
Net charge: +1
HOMO level: -13.90 eV
SMILES string: C=[N+]1CN(C)C1

Referenced to the most stable arrangement, the calculated values in kcal/mol are <one> 38.1; <two> 0.0.

<one>
This record from the Open Molecules 2025 dataset describes the ion C4H9N2 with charge +1. The level of theory is ωB97M-V/def2-TZVPD.

Element x y z (Å)
C (1.62, 1.40, 0.01)
N (1.12, 1.59, 1.34)
C (0.18, 0.93, 0.22)
C (-0.15, -0.56, 0.19)
C (-1.57, -1.05, 0.22)
N (-0.82, -0.96, -1.08)
H (2.34, 0.67, -0.15)
H (2.05, 2.38, -0.34)
H (1.48, 1.02, 2.09)
H (-0.47, 1.67, -0.34)
H (0.71, -0.98, 0.59)
H (-1.82, -2.12, 0.42)
H (-2.38, -0.23, 0.45)
H (-0.47, -1.83, -1.39)
H (-1.17, -0.29, -1.77)

Output
Molecular weight: 85.13 g/mol
Kohn-Sham gap: 10.00 eV
Net charge: +1
HOMO level: -13.57 eV
SMILES string: C1N[C@@H]1[C@H]1C[NH2+]1

<two>
This record from the Open Molecules 2025 dataset describes the ion C4H9N2 with charge +1. The level of theory is ωB97M-V/def2-TZVPD.

Element x y z (Å)
C (1.93, 1.19, 0.27)
C (0.76, 0.42, 0.42)
N (0.17, -0.79, 0.72)
C (0.00, -1.99, -0.17)
N (-0.59, 0.51, 0.28)
C (-1.98, 1.01, 0.09)
H (1.88, 2.18, 0.13)
H (2.23, 0.73, -0.69)
H (2.63, 0.93, 1.13)
H (0.41, -2.04, -1.18)
H (-0.98, -2.31, -0.24)
H (0.67, -2.74, 0.32)
H (-2.18, 0.94, -1.07)
H (-1.97, 2.13, 0.37)
H (-2.69, 0.43, 0.75)

Output
Molecular weight: 85.13 g/mol
Kohn-Sham gap: 9.76 eV
Net charge: +1
HOMO level: -14.27 eV
SMILES string: CC1=[N+](C)N1C

<three>
This record from the Open Molecules 2025 dataset describes the ion C4H9N2 with charge +1. The level of theory is ωB97M-V/def2-TZVPD.

Element x y z (Å)
C (-0.79, -1.78, 0.04)
C (-1.43, -0.47, -0.21)
C (-0.42, 0.47, -0.82)
N (1.05, 0.11, -1.15)
N (0.83, 0.83, -0.20)
C (1.78, 1.42, 0.77)
H (-1.45, -2.57, 0.17)
H (-0.23, -1.73, 0.95)
H (-0.23, -2.18, -0.73)
H (-1.77, -0.07, 0.71)
H (-2.24, -0.33, -0.83)
H (-0.81, 1.28, -1.45)
H (1.49, 1.20, 1.83)
H (1.41, 2.55, 0.55)
H (2.82, 1.25, 0.36)

Output
Molecular weight: 85.13 g/mol
Kohn-Sham gap: 10.95 eV
Net charge: +1
HOMO level: -16.59 eV
SMILES string: CC[C@@H]1N=[N+]1C

Referenced to the most stable arrangement, the calculated values in kcal/mol are <one> 0.0; <two> 29.5; <three> 11.4.

<one>
This record from the Open Molecules 2025 dataset describes a structure of composition C4H9N2. The level of theory is ωB97M-V/def2-TZVPD.

Element x y z (Å)
C (0.06, -0.49, -0.31)
C (1.80, 0.19, -1.11)
C (-1.35, 0.55, 1.43)
C (-1.25, -0.55, 0.27)
N (0.41, 0.46, -1.44)
N (1.34, -0.78, -0.16)
H (2.43, -0.19, -1.79)
H (2.03, 1.17, -0.68)
H (-0.52, 0.47, 2.00)
H (-2.20, 0.39, 2.06)
H (-1.45, 1.66, 1.09)
H (-2.02, -0.53, -0.45)
H (-1.24, -1.41, 0.94)
H (0.16, 0.37, -2.35)
H (1.82, -1.30, 0.51)

Output
Molecular weight: 85.13 g/mol
Kohn-Sham gap: 11.05 eV
Net charge: +1
HOMO level: -15.42 eV

<two>
This record from the Open Molecules 2025 dataset describes a cluster of 2 separate species, C4H9N2 in total. The level of theory is ωB97M-V/def2-TZVPD.

Element x y z (Å)
C (-3.72, -0.34, -0.05)
C (2.85, 0.33, 0.46)
C (1.93, -0.57, 0.17)
C (-2.52, 0.05, 0.22)
N (0.82, -0.05, -0.71)
N (-1.47, 0.62, 0.54)
H (-3.90, -1.36, -0.15)
H (-4.36, 0.37, -0.27)
H (3.73, -0.03, 0.98)
H (2.82, 1.31, 0.11)
H (-0.23, 0.26, -0.23)
H (1.04, 0.68, -1.39)
H (-1.49, 0.81, 1.53)
H (2.07, -1.68, 0.25)
H (0.37, -0.73, -1.31)

Output
Molecular weight: 85.13 g/mol
Kohn-Sham gap: 10.73 eV
Net charge: +1
HOMO level: -13.95 eV

Referenced to the most stable arrangement, the calculated values in kcal/mol are <one> 0.0; <two> 11.0.

<one>
This record from the Open Molecules 2025 dataset describes the ion C4H9N2 with charge +1. The level of theory is ωB97M-V/def2-TZVPD.

Element x y z (Å)
N (-1.76, 0.15, -0.27)
C (-0.35, 0.04, 0.12)
C (0.64, 1.11, 0.31)
C (1.74, 0.15, -0.26)
N (0.57, -0.75, -0.71)
C (0.04, -1.32, 0.50)
H (-2.17, 1.02, -0.76)
H (-2.48, -0.01, 0.45)
H (-2.18, -0.64, -0.85)
H (0.76, 1.83, 1.12)
H (0.58, 1.88, -0.50)
H (2.05, 0.55, -1.28)
H (2.55, -0.30, 0.29)
H (0.80, -1.54, 1.27)
H (-0.78, -2.17, 0.56)

Output
Molecular weight: 85.13 g/mol
Kohn-Sham gap: 10.05 eV
Net charge: +1
HOMO level: -14.03 eV
SMILES string: [NH3+][C@]12CCN1C2

<two>
This record from the Open Molecules 2025 dataset describes a cluster of 2 separate species, C4H9N2 in total. The level of theory is ωB97M-V/def2-TZVPD.

Element x y z (Å)
C (0.93, 0.93, 1.23)
C (-0.13, 0.39, 0.70)
C (0.07, -1.00, 0.05)
C (-1.51, 0.80, 1.04)
N (0.90, -0.86, -3.17)
N (0.82, -0.21, -2.27)
H (1.97, 0.84, 1.07)
H (1.02, 1.75, 1.96)
H (1.01, -1.41, 0.40)
H (0.08, -0.65, -1.07)
H (-0.66, -1.72, 0.38)
H (-1.32, 1.41, 1.95)
H (-2.16, -0.04, 1.16)
H (-1.82, 1.47, 0.29)
H (0.80, -1.69, -3.72)

Output
Molecular weight: 85.13 g/mol
Kohn-Sham gap (alpha / beta): 6.36 / 6.36 eV
Net charge: +1
HOMO level (alpha / beta): -13.05 / -13.05 eV

<three>
This record from the Open Molecules 2025 dataset describes the ion C4H9N2 with charge +1. The level of theory is ωB97M-V/def2-TZVPD.

Element x y z (Å)
C (-0.76, -1.63, -1.23)
C (-0.78, -0.68, -0.18)
N (-1.46, 0.20, 0.37)
N (0.09, 0.30, 0.29)
C (0.36, 1.48, -0.44)
C (0.77, 0.24, 1.61)
H (0.04, -1.54, -2.02)
H (-1.76, -1.71, -1.57)
H (-0.67, -2.73, -0.86)
H (0.17, 1.28, -1.51)
H (-0.27, 2.23, -0.20)
H (1.37, 1.86, -0.10)
H (0.49, 1.07, 2.28)
H (0.65, -0.65, 2.25)
H (1.77, 0.28, 1.30)

Output
Molecular weight: 85.13 g/mol
Kohn-Sham gap: 12.37 eV
Net charge: +1
HOMO level: -16.69 eV
SMILES string: CC1=N[N+]1(C)C

<four>
This record from the Open Molecules 2025 dataset describes the ion C4H9N2 with charge +1. The level of theory is ωB97M-V/def2-TZVPD.

Element x y z (Å)
C (1.85, 0.23, 0.08)
N (0.75, -0.78, 0.16)
C (-0.50, -0.32, -0.40)
C (-1.32, 0.62, 0.37)
C (-2.58, 0.15, -0.13)
N (-1.66, -0.87, 0.25)
H (2.12, 0.68, -0.87)
H (1.74, 1.14, 0.83)
H (2.85, -0.19, 0.46)
H (0.42, -0.92, 1.12)
H (0.85, -1.77, -0.36)
H (-0.38, -0.26, -1.43)
H (-1.22, 1.00, 1.41)
H (-3.32, 0.20, 0.57)
H (-2.79, 0.27, -1.20)

Output
Molecular weight: 85.13 g/mol
Kohn-Sham gap: 11.51 eV
Net charge: +1
HOMO level: -15.06 eV
SMILES string: C[NH2+][C@@H]1[C@H]2CN21

Referenced to the most stable arrangement, the calculated values in kcal/mol are <one> 0.0; <two> 45.7; <three> 7.3; <four> 4.1.

<one>
This record from the Open Molecules 2025 dataset describes the ion C12H21N2O with charge +1. The level of theory is ωB97M-V/def2-TZVPD.

Element x y z (Å)
C (0.93, 1.07, 1.32)
C (-0.03, 1.83, 0.85)
C (1.11, -0.42, 1.35)
C (-1.77, 0.43, 0.65)
C (-0.02, 3.33, 0.91)
C (1.52, -0.85, 2.70)
C (-2.39, 2.31, -1.61)
C (-1.10, 0.28, -2.39)
C (1.54, -2.46, -1.41)
C (0.14, -3.28, 0.49)
C (-1.17, 1.53, -1.51)
C (1.31, -2.41, 0.08)
N (-1.08, 1.22, -0.01)
N (0.94, -1.03, 0.27)
O (-2.33, -0.18, 1.41)
H (1.87, 1.55, 1.87)
H (0.83, 3.69, 0.21)
H (0.44, 3.68, 1.83)
H (-0.92, 3.72, 0.46)
H (2.28, -0.12, 3.10)
H (1.87, -1.93, 2.82)
H (0.72, -0.73, 3.51)
H (-2.49, 3.17, -0.82)
H (-2.41, 2.71, -2.66)
H (-3.29, 1.72, -1.55)
H (-0.83, 0.40, -3.43)
H (-2.05, -0.20, -2.05)
H (-0.26, -0.33, -2.03)
H (2.31, -3.30, -1.56)
H (0.70, -2.76, -2.03)
H (1.99, -1.52, -1.80)
H (-0.75, -2.91, -0.13)
H (0.00, -3.37, 1.61)
H (0.32, -4.38, 0.23)
H (-0.15, 2.10, -1.50)
H (2.24, -2.55, 0.82)

Output
Molecular weight: 209.31 g/mol
Kohn-Sham gap: 8.92 eV
Net charge: +1
HOMO level: -12.86 eV

<two>
This record from the Open Molecules 2025 dataset describes a cluster of 3 separate species, C12H21N2O in total. The level of theory is ωB97M-V/def2-TZVPD.

Element x y z (Å)
C (3.97, 0.30, -1.32)
C (4.36, 0.90, -0.14)
C (2.82, -0.49, -1.33)
C (3.63, 0.75, 1.03)
C (2.16, -0.60, -0.16)
C (2.47, -0.03, 1.04)
C (0.44, -3.38, -0.07)
C (-2.33, -2.04, 0.41)
C (-0.92, 1.55, -1.40)
C (-0.79, 1.98, 0.97)
C (-2.89, 1.38, -0.04)
C (0.05, -1.98, -0.02)
N (-1.04, -1.40, 0.17)
N (-1.44, 1.20, -0.08)
O (1.69, -0.20, 2.13)
H (4.54, 0.42, -2.23)
H (5.25, 1.51, -0.12)
H (2.49, -0.97, -2.24)
H (3.95, 1.23, 1.94)
H (-0.41, -4.07, -0.08)
H (1.05, -3.56, -0.96)
H (1.07, -3.60, 0.79)
H (-2.77, -1.61, 1.31)
H (-2.99, -1.85, -0.43)
H (-2.22, -3.12, 0.55)
H (-1.36, 0.90, -2.15)
H (-1.14, 2.59, -1.66)
H (0.16, 1.41, -1.41)
H (-1.04, 3.05, 0.89)
H (-1.11, 1.62, 1.94)
H (0.29, 1.87, 0.89)
H (-3.25, 1.10, 0.95)
H (-3.17, 2.41, -0.23)
H (-3.36, 0.75, -0.79)
H (-1.12, -0.31, 0.12)
H (2.09, 0.22, 2.91)

Output
Molecular weight: 209.31 g/mol
Kohn-Sham gap (alpha / beta): 8.23 / 8.23 eV
Net charge: +1
HOMO level (alpha / beta): -12.12 / -12.12 eV

Referenced to the most stable arrangement, the calculated values in kcal/mol are <one> 9.4; <two> 0.0.